(1)
Computed, not measured: a single C35H37N3O5 molecule in a non-equilibrium geometry, with ωB97M-V/def2-TZVPD.

Structure (ORCA input):
```
! RIJCOSX wB97M-V def2-TZVPD def2/J DEFGRID3
* xyz 0 1
C 1.14088 5.57563 -2.08527
C 1.75982 4.89786 -3.28460
O 2.69166 5.36751 -3.89345
N 1.18670 3.69223 -3.63820
C 0.09146 3.08532 -3.03547
C -0.18310 1.89526 -3.61880
C -1.24883 0.89089 -3.28825
C -0.62272 -0.26919 -2.56947
C -0.94642 -0.62489 -1.32851
C -0.30272 -1.84055 -0.73211
O 0.86754 -2.08689 -1.00455
N -1.03901 -2.67982 0.01582
C -2.41225 -2.54088 0.43147
C -2.45590 -2.36522 1.95065
N -1.86649 -3.53482 2.57367
C -2.05183 -3.59090 4.01886
C -1.35231 -2.49119 4.78069
C -0.05487 -2.66857 5.24690
C 0.61492 -1.63841 5.88422
C -0.00444 -0.41305 6.06298
C -1.30049 -0.22901 5.61262
C -1.96890 -1.26111 4.97747
C -0.48272 -3.68315 2.15987
C -0.41577 -3.82877 0.64051
O -1.84638 0.05690 -0.54169
C -2.22023 1.34619 -0.97114
O -1.31508 2.34026 -0.60433
C -0.92601 2.34212 0.76089
C 0.16940 1.34545 1.03832
C 1.17073 1.15825 0.09341
C 2.13659 0.19109 0.28034
C 2.12713 -0.60095 1.42172
C 3.11041 -1.73463 1.55318
O 3.43769 -2.32979 0.32537
C 1.16600 -0.36638 2.39558
C 0.18817 0.59302 2.20270
C -2.44248 1.42410 -2.48393
C 0.78792 1.71195 -4.66719
C 1.00209 0.70117 -5.59745
C 2.04195 0.84254 -6.49350
C 2.86205 1.96787 -6.47172
C 2.66742 2.98655 -5.55724
C 1.62298 2.84757 -4.65827
H 1.69970 6.48509 -1.88126
H 1.18306 4.92362 -1.21559
H 0.10304 5.83266 -2.28627
H -0.42134 3.55007 -2.22058
H -1.63200 0.51852 -4.24839
H 0.12566 -0.84196 -3.09087
H -2.94341 -3.46199 0.16429
H -2.88435 -1.69530 -0.05945
H -1.92210 -1.43519 2.20879
H -3.49492 -2.28221 2.27725
H -3.12873 -3.54916 4.20570
H -1.68323 -4.56580 4.35052
H 0.43370 -3.62372 5.11394
H 1.62356 -1.79156 6.23974
H 0.51935 0.39312 6.55455
H -1.79342 0.72154 5.75917
H -2.98473 -1.11323 4.63825
H 0.12947 -2.81652 2.45557
H -0.07382 -4.58214 2.62621
H -0.95588 -4.72987 0.33264
H 0.61937 -3.89037 0.30404
H -3.17705 1.51508 -0.43670
H -1.79731 2.15007 1.40161
H -0.56974 3.36166 0.94831
H 1.16410 1.75198 -0.80908
H 2.89195 0.02558 -0.47245
H 4.05358 -1.36887 1.97902
H 2.70231 -2.48866 2.24824
H 2.63918 -2.34880 -0.22905
H 1.17038 -0.94448 3.30949
H -0.57062 0.74375 2.95873
H -3.32092 0.81684 -2.71077
H -2.65495 2.45911 -2.74710
H 0.37010 -0.17408 -5.61879
H 2.22620 0.06895 -7.22434
H 3.66796 2.04767 -7.18564
H 3.30131 3.85706 -5.54185
*
```

Results
Relative energy (zero: lowest compared OMol25 entry of this formula, charge and spin) = 0.340 eV
SMILES = CC(=O)n1cc([C@H]2C=C(C(=O)N3CCN(Cc4ccccc4)CC3)O[C@@H](OCc3ccc(CO)cc3)C2)c2ccccc21
Kohn-Sham gap = 8.66 eV

(2)
Computed, not measured: C35H37N3OPdSiTe as an isolated structure in a non-equilibrium geometry, with ωB97M-V/def2-TZVPD.

Structure (ORCA input):
```
! RIJCOSX wB97M-V def2-TZVPD def2/J DEFGRID3
* xyz 2 5
Pd 0.05143 0.31863 -0.25103
C -4.50097 -3.01544 1.73088
Si -2.76255 -3.63692 1.36305
C -2.66071 -4.91681 -0.01291
C -1.91832 -4.28958 2.91607
C -1.79937 -2.15562 0.75599
C -1.12246 -1.19728 0.41189
H -5.07222 -3.77437 2.26807
H -5.03842 -2.77805 0.81048
H -4.47000 -2.12017 2.35360
H -3.05222 -5.87563 0.33143
H -1.62623 -5.06794 -0.32371
H -3.23884 -4.60831 -0.88589
H -2.36523 -5.23820 3.21635
H -2.02470 -3.58277 3.74013
H -0.85584 -4.45330 2.73122
C -3.59322 0.87776 -5.13316
N -2.64973 0.94701 -4.03167
C -1.34990 1.58402 -4.11809
C -0.81947 1.32215 -2.72121
O 0.28350 1.64748 -2.26822
N -1.73589 0.66119 -2.00016
C -2.80513 0.46474 -2.79611
N -3.89956 -0.15126 -2.37652
H -3.04463 0.98220 -6.06584
H -4.33755 1.67459 -5.08129
H -4.09545 -0.08938 -5.14688
H -1.42188 2.65452 -4.32222
H -0.71699 1.12209 -4.87829
H -3.92708 -0.51031 -1.43581
H -4.72587 -0.19483 -2.94587
Te 0.25243 2.83348 0.79562
C 0.91162 2.43143 2.77757
C 1.77114 3.30188 3.43263
C 2.12637 3.03336 4.74692
C 1.63197 1.90779 5.38975
C 0.77460 1.04166 4.72209
C 0.41160 1.29766 3.41069
C -1.76672 3.03200 1.46309
C -2.66133 1.97697 1.34592
C -3.92858 2.10092 1.89709
C -4.29814 3.27385 2.53832
C -3.40147 4.32846 2.63447
C -2.12776 4.21235 2.10018
H 2.14732 4.18906 2.93792
H 2.79113 3.70791 5.26983
H 1.91388 1.70376 6.41369
H 0.38194 0.16851 5.22616
H -0.26371 0.62906 2.88769
H -2.37729 1.06336 0.84436
H -4.62271 1.27254 1.83353
H -5.28823 3.36751 2.96409
H -3.69194 5.24534 3.12947
H -1.42381 5.03061 2.19211
C 7.30935 0.78123 -0.96988
C 6.66046 2.01903 -1.00554
C 5.29320 2.07709 -0.90541
C 4.52823 0.88929 -0.79647
C 5.20945 -0.35303 -0.70601
C 6.57868 -0.39752 -0.80162
C 3.10577 1.00885 -0.76890
C 2.18461 0.00376 -0.90507
C 2.29301 -1.27863 -1.50715
C 2.92132 -1.38780 -2.77253
C 2.99200 -2.60762 -3.40771
C 2.47037 -3.74681 -2.80059
C 1.84130 -3.65343 -1.56106
C 1.72505 -2.43481 -0.92886
H 8.38688 0.73308 -1.05479
H 7.23723 2.92814 -1.10666
H 4.78850 3.03486 -0.93839
H 4.65131 -1.25933 -0.52832
H 7.09281 -1.34604 -0.72817
H 2.74445 2.02320 -0.62171
H 3.33199 -0.49769 -3.23218
H 3.46348 -2.68159 -4.37887
H 2.55632 -4.70481 -3.29543
H 1.43790 -4.54325 -1.09648
H 1.22950 -2.35587 0.03028
*
```

Results
Relative energy (zero: lowest compared OMol25 entry of this formula, charge and spin) = 0.469 eV
Kohn-Sham gap (spin up / spin down) = 7.48 / 5.25 eV

(3)
Computed, not measured: C35H38Cl3CrN4O2S2Si as an isolated structure in a non-equilibrium geometry, with ωB97M-V/def2-TZVPD.

Structure (ORCA input):
```
! RIJCOSX wB97M-V def2-TZVPD def2/J DEFGRID3
* xyz 1 5
Cr 1.26580 -0.05412 0.80452
C 1.51290 2.98788 1.32792
C 2.90550 2.93468 0.70642
C 3.02310 2.11418 -0.55308
C 3.86300 2.63118 -1.53688
C 4.01990 1.97718 -2.74388
C 3.26860 0.83048 -2.95128
C 2.47060 0.36868 -1.92538
N 2.36090 0.95548 -0.72248
N 1.13870 1.76908 2.03522
C 1.88970 1.61548 3.28682
C 3.15080 0.80098 3.14702
C 3.96360 0.58708 4.24892
C 5.10920 -0.18132 4.09452
C 5.40250 -0.68882 2.83482
C 4.54260 -0.40912 1.79022
N 3.42150 0.30018 1.93952
C -0.29180 1.77758 2.32252
C -0.70800 0.42338 2.81132
C -1.80920 0.27558 3.63532
C -2.17560 -0.99102 4.06232
C -1.37620 -2.05702 3.67392
C -0.28650 -1.82432 2.85772
N 0.04100 -0.61072 2.39222
H 0.78390 3.15888 0.53222
H 1.47190 3.85188 2.01282
H 3.63660 2.58758 1.43862
H 3.18420 3.95988 0.45172
H 4.40150 3.54658 -1.34788
H 4.69080 2.35408 -3.49728
H 3.31910 0.28478 -3.87948
H 1.89670 -0.53422 -2.07438
H 1.26380 1.09948 4.02462
H 2.14190 2.59858 3.71122
H 3.70150 1.01328 5.20632
H 5.75090 -0.38072 4.93502
H 6.28710 -1.27822 2.66522
H 4.75040 -0.75642 0.78952
H -0.81570 1.99238 1.38662
H -0.55010 2.55318 3.06022
H -2.38330 1.14578 3.91732
H -3.05350 -1.13402 4.67092
H -1.60300 -3.05952 3.99982
H 0.36040 -2.63962 2.57152
O -1.18660 -0.99982 0.22882
S -2.16760 -1.32092 -0.83988
C -1.20010 -1.17102 -2.42628
C -2.00450 -0.38312 -3.45668
C -1.23970 0.71738 -4.20728
C -0.39750 1.72348 -3.42028
S -0.88830 2.44828 -1.77638
O -0.37180 1.50288 -0.74798
C -2.69150 2.24168 -1.80368
C -3.44820 2.83878 -2.79998
C -4.82510 2.69368 -2.77978
C -5.43420 1.96668 -1.76858
C -4.67160 1.40818 -0.75638
C -3.29480 1.55918 -0.76248
C -2.39760 -3.11222 -0.74258
C -3.18440 -3.75342 -1.68128
C -3.41880 -5.11102 -1.54658
C -2.88660 -5.80552 -0.47278
C -2.11100 -5.15152 0.46992
C -1.87310 -3.79512 0.33852
H -0.91500 -2.15722 -2.77608
H -0.31830 -0.62842 -2.09298
H -2.86830 0.06288 -2.95898
H -2.38850 -1.06392 -4.22018
H -1.97560 1.25938 -4.80298
H -0.54250 0.24688 -4.90798
H -0.23510 2.60298 -4.04548
H 0.58040 1.30308 -3.18398
H -2.97470 3.39898 -3.59128
H -5.42130 3.14248 -3.55838
H -6.50520 1.83758 -1.77348
H -5.13990 0.84568 0.03512
H -2.68620 1.12568 0.01632
H -3.60290 -3.19632 -2.50668
H -4.02070 -5.63082 -2.27478
H -3.08000 -6.86202 -0.36778
H -1.69220 -5.69632 1.30242
H -1.27460 -3.25392 1.05472
Cl 3.77310 -2.27712 -0.93418
Si 1.89110 -2.28302 0.08302
Cl 2.31110 -3.67772 1.59602
Cl 0.84020 -3.49122 -1.25398
*
```

Results
Relative energy (zero: lowest compared OMol25 entry of this formula, charge and spin) = 0.942 eV
Kohn-Sham gap (spin up / spin down) = 7.83 / 8.46 eV

(4)
Computed, not measured: C35H38CsN5O3PS3Sb as an isolated structure, with ωB97M-V/def2-TZVPD.

Structure (ORCA input):
```
! RIJCOSX wB97M-V def2-TZVPD def2/J DEFGRID3
* xyz -2 1
Cs 0.13301 0.12491 0.75823
S 3.23867 1.55355 1.00234
C 3.30098 1.21932 2.70477
S 2.26632 0.04183 3.42027
C 4.21461 1.93556 3.50381
C 5.06652 2.94058 2.97563
N 5.77281 3.78405 2.61522
C 4.34318 1.72541 4.90222
N 4.50761 1.61054 6.04188
C -1.55436 6.06115 -1.27644
N -1.95634 4.78416 -0.73861
C -3.38385 4.55896 -0.65341
P -0.87724 3.51306 -0.66122
O -1.47663 2.41881 0.14242
N 0.53426 4.06484 -0.03845
C 0.67282 4.13584 1.41642
C 1.69792 4.55946 -0.75397
N -0.49959 3.16351 -2.25145
C 0.40596 2.03424 -2.46648
C -1.59994 3.15290 -3.21371
H -2.02110 6.87032 -0.70474
H -1.84439 6.18508 -2.33008
H -0.47330 6.17304 -1.20408
H -3.84526 5.30628 0.00215
H -3.56379 3.57036 -0.23773
H -3.87701 4.61703 -1.63344
H -0.19126 3.67944 1.89544
H 0.74598 5.18130 1.73790
H 1.57286 3.59618 1.72149
H 1.54056 4.49210 -1.82816
H 2.57774 3.97677 -0.46683
H 1.88428 5.60965 -0.49452
H 1.18314 2.01294 -1.70117
H 0.89760 2.14408 -3.43678
H -0.13822 1.08251 -2.45803
H -2.19555 4.05939 -3.12258
H -2.24891 2.27772 -3.09540
H -1.17197 3.12972 -4.21936
S -2.81425 -0.53034 -2.58370
Sb -4.45306 -0.66389 -1.03929
C -4.57515 -0.25218 1.05056
C -3.41885 -0.16262 1.81366
C -3.49194 0.11251 3.17034
C -4.73036 0.27756 3.77806
C -5.88968 0.16999 3.02398
C -5.81140 -0.08598 1.65963
C -5.63969 1.08187 -1.60978
C -6.21026 1.11229 -2.88133
C -6.90813 2.22306 -3.33160
C -7.03433 3.34190 -2.51606
C -6.45517 3.33780 -1.25642
C -5.76464 2.21493 -0.81056
C -6.03890 -2.02487 -1.51518
C -7.36979 -1.68360 -1.30793
C -8.39156 -2.56890 -1.63407
C -8.08817 -3.79791 -2.19915
C -6.76150 -4.13431 -2.44062
C -5.74525 -3.25495 -2.09673
H -2.46578 -0.32940 1.33851
H -2.58395 0.19259 3.75570
H -4.78773 0.48618 4.83930
H -6.85914 0.29109 3.49280
H -6.72582 -0.14595 1.08113
H -6.09606 0.25474 -3.53722
H -7.34562 2.22250 -4.32334
H -7.57155 4.21551 -2.86643
H -6.53229 4.21337 -0.62163
H -5.30713 2.23505 0.17156
H -7.62698 -0.70962 -0.90713
H -9.42364 -2.29159 -1.45460
H -8.88157 -4.48872 -2.45913
H -6.51740 -5.08691 -2.89596
H -4.71231 -3.52236 -2.27991
O -3.60280 -2.63177 -0.16894
C -2.37308 -2.90479 0.05287
O -1.45297 -2.08989 0.14872
C -2.06811 -4.38212 0.20495
C -3.07413 -5.33230 0.06496
C -2.78312 -6.68246 0.19811
C -1.48531 -7.08894 0.47714
C -0.47978 -6.14236 0.62465
C -0.77088 -4.79337 0.48839
H -4.08027 -4.99168 -0.14023
H -3.56978 -7.41965 0.08778
H -1.25846 -8.14334 0.58365
H 0.53233 -6.45576 0.84912
H -0.00294 -4.03933 0.60002
*
```

Results
Relative energy (zero: lowest compared OMol25 entry of this formula, charge and spin) = 0.380 eV
Kohn-Sham gap = 5.04 eV

(5)
Computed, not measured: C35H38CsN7O3 as an isolated structure, with ωB97M-V/def2-TZVPD.

Structure (ORCA input):
```
! RIJCOSX wB97M-V def2-TZVPD def2/J DEFGRID3
* xyz -2 1
Cs 0.26960 -0.13450 -0.55017
C -1.19171 -1.51141 3.31827
N -1.49054 -0.09386 3.44127
C -2.91558 0.19066 3.32806
C -3.15413 1.55688 2.69272
C -2.79109 1.55714 1.20372
N -1.85147 2.62338 0.86144
C -1.85933 3.01680 -0.34382
C -0.96482 4.07909 -0.85979
C -1.15745 5.40654 -0.52057
C -0.37009 6.41641 -1.06811
C 0.62268 6.04977 -1.97397
C 0.84042 4.72584 -2.31300
C 0.06941 3.67100 -1.75461
O 0.29797 2.42726 -1.98066
C -0.94299 0.48675 4.66041
C 0.56321 0.69937 4.61373
C 0.96421 1.79552 3.61304
N 2.23154 1.56993 2.90480
C 2.27055 0.46858 2.26315
C 3.29855 0.02795 1.33210
C 4.24363 0.90931 0.80258
C 5.15105 0.50956 -0.15858
C 5.08694 -0.82074 -0.61560
C 4.16695 -1.71400 -0.12447
C 3.21594 -1.34813 0.89690
O 2.35308 -2.15469 1.34544
H -1.61025 -2.09934 4.15600
H -0.11594 -1.68360 3.27924
H -1.60877 -1.89611 2.38641
H -3.41262 0.11947 4.31273
H -3.36935 -0.58046 2.69992
H -2.53660 2.30811 3.19003
H -4.19672 1.85706 2.83939
H -3.69150 1.60449 0.57897
H -2.32037 0.59835 0.96624
H -2.53871 2.55472 -1.07051
H -1.94335 5.65092 0.18768
H -0.52525 7.45288 -0.79607
H 1.25144 6.81672 -2.41676
H 1.63800 4.45247 -2.99594
H -1.21624 -0.14416 5.52845
H -1.42883 1.45442 4.81690
H 1.05423 -0.23916 4.35593
H 0.91327 0.95391 5.61912
H 1.03202 2.75368 4.13457
H 0.16175 1.90660 2.87554
H 1.45500 -0.26232 2.35056
H 4.22561 1.93470 1.15772
H 5.86422 1.20922 -0.57672
H 5.77147 -1.14761 -1.39424
H 4.11805 -2.73014 -0.50066
O -1.07700 -5.34994 -1.83520
C -1.04316 -4.13924 -1.46664
N -0.10659 -3.24966 -1.65400
C 0.99873 -3.78508 -2.40047
C 1.91653 -2.72968 -2.96421
C 3.14887 -3.11245 -3.50687
C 4.00275 -2.15359 -4.01191
C 3.62613 -0.81459 -3.95378
C 2.39250 -0.52332 -3.40677
N 1.54449 -1.45101 -2.94571
C -2.27169 -3.65681 -0.70022
C -3.19855 -4.62175 -0.29521
C -4.34827 -4.22939 0.35972
C -4.56791 -2.87383 0.56711
C -3.59972 -1.98815 0.12499
N -2.46323 -2.35594 -0.46660
H 0.66479 -4.42408 -3.23349
H 1.62229 -4.45238 -1.78294
H 3.42226 -4.16083 -3.50044
H 4.96535 -2.43766 -4.42272
H 4.27952 -0.02115 -4.29035
H 2.05685 0.50721 -3.29678
H -2.96878 -5.65109 -0.53041
H -5.07165 -4.96478 0.69564
H -5.46353 -2.50601 1.05280
H -3.75005 -0.91960 0.23419
C -1.12847 0.50384 -4.24074
C -2.03704 0.38497 -3.10711
N -2.74157 0.27792 -2.20447
H -0.46045 1.35791 -4.02433
H -1.71509 0.70106 -5.13758
H -0.55540 -0.41612 -4.35424
*
```

Results
Kohn-Sham gap = 5.46 eV

The evaluated total energy for the records listed, in turn: -51604.184 -62045.237 -142503.846 -99389.895 -54034.337 eV.